[1]
An isolated molecule of C17H20N4O4S, computed with ωB97M-V with the def2-TZVPD basis set.

Atoms and positions in Å:
1 C -2.97441 -2.84269 0.46562
2 O -2.21107 -2.02626 1.32314
3 C -1.01092 -1.56336 0.88546
4 C -0.42723 -1.87521 -0.33768
5 C 0.77506 -1.29505 -0.70447
6 C 1.43183 -0.40990 0.14320
7 N 2.58695 0.25970 -0.32167
8 C 2.82176 1.66512 -0.01712
9 C 3.72907 1.90099 1.18791
10 C 1.46231 2.36092 0.15580
11 O 1.18579 3.08254 1.07472
12 N 0.59285 2.03350 -0.85945
13 N -0.72587 1.97712 -0.61655
14 C -1.45681 1.25317 -1.36125
15 C -2.84945 1.03184 -1.04776
16 C -3.46242 1.62624 0.05925
17 C -4.77666 1.31020 0.34192
18 C -5.43436 0.40580 -0.48292
19 N -4.86622 -0.16546 -1.53222
20 C -3.61376 0.14256 -1.80729
21 S 3.87669 -0.62671 -0.89375
22 C 4.40697 -1.60298 0.53453
23 O 3.42183 -1.53472 -1.90291
24 O 4.89833 0.31001 -1.25007
25 C 0.87537 -0.14666 1.39524
26 C -0.33123 -0.70684 1.75285
27 H -3.88503 -3.07319 1.01575
28 H -3.23719 -2.31935 -0.45897
29 H -2.45183 -3.77402 0.22611
30 H -0.91006 -2.54692 -1.02921
31 H 1.21633 -1.52840 -1.65989
32 H 3.31735 2.08395 -0.90242
33 H 3.38898 1.34103 2.05493
34 H 4.74418 1.60611 0.93739
35 H 3.71356 2.95872 1.43788
36 H 0.96047 1.46035 -1.62510
37 H -1.04786 0.71390 -2.22568
38 H -2.89130 2.30986 0.66724
39 H -5.28421 1.74756 1.18750
40 H -6.46130 0.11975 -0.29817
41 H -3.18955 -0.34903 -2.67508
42 H 5.17964 -2.28090 0.19646
43 H 4.78848 -0.92874 1.28863
44 H 3.54529 -2.15253 0.89054
45 H 1.35889 0.52937 2.08068
46 H -0.77922 -0.48138 2.70686

Results
Energy relative to the best compared isomer or geometry (same formula, charge and spin) in kJ/mol: 191.9
Frontier orbital gap in eV: 8.56
Multiplicity: 1
SMILES string: COc1ccc(N([C@H](C)C(=O)N/N=C/c2cccnc2)S(C)(=O)=O)cc1
Highest occupied orbital energy in eV: -8.5



[2]
A cluster of 7 separate species, C58H80F6N11O6S2 in total, computed with ωB97M-V with the def2-TZVPD basis set.

Atoms and positions in Å:
1 C -5.22708 3.67896 -3.70365
2 C -5.96334 3.67154 -5.10544
3 C -5.21608 3.33677 -6.33151
4 O -4.04070 4.12176 -6.13037
5 C -3.31749 4.14635 -7.37532
6 N -7.21023 2.73544 -5.01901
7 H -7.05146 1.74990 -4.86538
8 H -7.76708 3.02659 -4.22828
9 H -7.78094 2.71102 -5.85196
10 H -4.91456 2.65796 -3.48459
11 H -5.77775 4.02468 -2.82881
12 H -4.30011 4.25101 -3.66394
13 H -6.35369 4.65057 -5.38336
14 H -5.74849 3.64449 -7.23149
15 H -4.95607 2.28316 -6.43350
16 H -3.03659 3.16942 -7.76880
17 H -2.40967 4.63578 -7.02260
18 H -3.93667 4.73984 -8.04799
19 C 6.42369 -2.65286 -12.23718
20 C 5.72930 -1.75450 -11.28729
21 C 5.55275 -2.59026 -9.92472
22 O 5.13969 -1.75015 -8.89960
23 C 3.83581 -2.20468 -8.32134
24 N 6.48346 -0.43661 -11.02043
25 H 6.04146 0.43926 -11.26039
26 H 6.54168 -0.47569 -10.01288
27 H 7.43543 -0.45880 -11.35715
28 H 7.02533 -3.43136 -11.76805
29 H 6.99932 -2.10561 -12.98368
30 H 5.63754 -3.20194 -12.75540
31 H 4.71865 -1.44849 -11.55755
32 H 6.44723 -3.11920 -9.59577
33 H 4.85042 -3.38300 -10.18239
34 H 3.17182 -2.23819 -9.18512
35 H 3.56547 -1.47146 -7.56147
36 H 3.91676 -3.17603 -7.83347
37 C 4.17739 -3.32936 -1.79018
38 N 4.13474 -2.88669 -0.38404
39 C 4.83092 -1.72346 -0.10474
40 C 5.06646 -1.31492 1.20614
41 C 4.37805 -2.00388 2.22061
42 C 3.68998 -3.15489 1.90310
43 C 3.56218 -3.62242 0.59484
44 C 4.37739 -1.52252 3.66250
45 C 4.04504 -0.22538 3.95899
46 C 4.09541 0.19260 5.24006
47 N 4.40608 -0.67653 6.26333
48 C 4.56874 -1.94818 6.00961
49 C 4.60384 -2.40505 4.70070
50 C 4.44258 -0.18411 7.67412
51 H 3.11503 -3.26290 -2.02489
52 H 4.56322 -4.34745 -1.73786
53 H 4.78879 -2.71051 -2.44691
54 H 5.44900 -1.39764 -0.92829
55 H 5.73385 -0.49238 1.41690
56 H 3.09622 -3.66854 2.64475
57 H 3.10059 -4.56810 0.35194
58 H 3.78468 0.41042 3.12572
59 H 3.87428 1.20384 5.54810
60 H 4.74432 -2.48725 6.92883
61 H 4.76643 -3.44543 4.46078
62 H 5.41892 -0.31222 8.14150
63 H 3.66030 -0.69370 8.23669
64 H 4.05405 0.82938 7.77407
65 C 9.71601 11.25641 4.51109
66 N 8.44434 10.74859 3.90403
67 C 8.55030 10.27359 2.66056
68 C 7.44645 9.84830 2.01673
69 C 6.23569 9.71261 2.66313
70 C 6.19666 10.23450 3.97785
71 C 7.31277 10.78041 4.59867
72 C 5.09646 9.01901 2.00716
73 C 4.70368 9.47903 0.75800
74 C 3.68443 8.80097 0.05274
75 N 3.06071 7.71748 0.55910
76 C 3.41616 7.22541 1.79140
77 C 4.38009 7.94535 2.51296
78 C 1.90234 7.18185 -0.18163
79 H 10.60321 10.69371 4.22065
80 H 9.55767 11.31714 5.58781
81 H 9.83583 12.29273 4.19517
82 H 9.53001 10.35751 2.21387
83 H 7.43048 9.42954 1.02135
84 H 5.28644 10.20242 4.55826
85 H 7.34245 11.35014 5.51569
86 H 5.24169 10.29844 0.30466
87 H 3.19609 9.25241 -0.79822
88 H 2.95148 6.31222 2.13284
89 H 4.62998 7.49871 3.46399
90 H 2.11059 6.50197 -1.00775
91 H 1.21749 8.00521 -0.38453
92 H 1.35369 6.58709 0.54869
93 C -8.51169 4.93192 4.14805
94 N -8.20178 3.64209 4.78179
95 C -9.21631 2.81146 5.13650
96 C -8.93616 1.65304 5.91526
97 C -7.62937 1.15748 6.00099
98 C -6.56564 1.94117 5.42411
99 C -6.88788 3.22980 4.84882
100 C -7.35848 -0.31107 6.46341
101 C -8.06406 -0.82754 7.53794
102 C -8.02731 -2.19921 7.80896
103 N -7.04767 -2.91424 7.17338
104 C -6.19298 -2.35658 6.32562
105 C -6.41452 -1.06655 5.82883
106 C -6.61448 -4.24856 7.67822
107 H -8.27811 4.78831 3.09310
108 H -7.94552 5.73921 4.61263
109 H -9.59291 5.06056 4.19812
110 H -10.18934 3.14220 4.80450
111 H -9.75034 1.02382 6.24326
112 H -5.53359 1.62352 5.40500
113 H -6.25657 3.97818 4.39299
114 H -8.96795 -0.36308 7.90354
115 H -8.69623 -2.80625 8.40094
116 H -5.38986 -2.96857 5.94238
117 H -5.74009 -0.74927 5.04726
118 H -7.42355 -4.97865 7.65587
119 H -6.02676 -4.11402 8.58629
120 H -5.84497 -4.71310 7.06165
121 C -0.57870 -13.13926 2.23793
122 N -1.16672 -11.90520 1.56376
123 C -1.61678 -10.87828 2.28424
124 C -2.12387 -9.80578 1.59056
125 C -2.09345 -9.72958 0.20568
126 C -1.82926 -10.94812 -0.46686
127 C -1.29291 -11.97142 0.20964
128 C -2.51837 -8.48151 -0.53284
129 C -3.27083 -8.51368 -1.70384
130 C -3.60340 -7.35957 -2.39425
131 N -3.17439 -6.15455 -2.01781
132 C -2.34535 -6.04615 -0.95204
133 C -1.97418 -7.17779 -0.17296
134 C -3.44461 -4.99123 -2.90172
135 H -0.21863 -12.99523 3.25661
136 H 0.38905 -13.45587 1.84892
137 H -1.29062 -13.96385 2.27411
138 H -1.42490 -10.93334 3.34563
139 H -2.55809 -9.13141 2.31380
140 H -1.96435 -11.12575 -1.52355
141 H -0.74717 -12.75679 -0.29214
142 H -3.64729 -9.46632 -2.04614
143 H -4.19947 -7.40209 -3.29386
144 H -1.90706 -5.10320 -0.66022
145 H -1.35961 -6.97931 0.69266
146 H -2.82347 -5.10738 -3.78986
147 H -3.16074 -4.05006 -2.43085
148 H -4.52504 -4.86741 -2.82795
149 C -2.16778 0.83122 0.76063
150 F -1.74977 1.80101 1.54397
151 F -2.99893 0.26039 1.48802
152 F -2.80404 1.18640 -0.33700
153 S -0.49459 -0.00355 0.24249
154 O 0.61569 0.95067 0.39233
155 O -0.43795 -1.26189 0.94413
156 N -0.74033 -0.54456 -1.40695
157 S -0.07966 0.52402 -2.27060
158 O -0.64016 1.87630 -1.98787
159 O 1.37378 0.37998 -2.42469
160 C -0.80073 0.08531 -3.98211
161 F -0.13209 0.76618 -4.88274
162 F -0.57066 -1.20975 -4.19978
163 F -2.06787 0.34120 -3.94666

Results
Frontier orbital gap in eV: 5.91
Multiplicity: 1
Highest occupied orbital energy in eV: -21.0
Net charge: +9



[3]
A structure of composition C35H26Cl2IN2O4Ta, computed with ωB97M-V with the def2-TZVPD basis set.

Atoms and positions in Å:
1 Ta -1.02573 -0.43388 -1.36784
2 C -1.28988 -3.90123 1.23614
3 C -1.47454 -2.63054 2.00568
4 N -1.34093 -2.66964 3.32993
5 C -1.52708 -1.56375 4.05213
6 C -1.84853 -0.31754 3.52570
7 C -1.98278 0.87976 4.43939
8 O -3.10028 1.70429 4.14066
9 C -1.94825 -0.24789 2.13294
10 C -2.24079 1.01335 1.43430
11 N -2.00906 1.31862 0.19999
12 C -2.38255 2.66235 -0.15881
13 C -2.42817 3.70816 0.76582
14 C -2.82679 4.97732 0.38947
15 C -3.16608 5.25272 -0.92994
16 C -3.08798 4.24556 -1.87520
17 C -2.69018 2.98307 -1.46237
18 I -2.57953 1.52316 -2.91034
19 C -1.77140 -1.41215 1.41629
20 O -1.84597 -1.24908 0.06354
21 H -0.45528 -4.45854 1.65828
22 H -2.18090 -4.52387 1.33425
23 H -1.11983 -3.72723 0.17500
24 H -1.40382 -1.67832 5.12382
25 H -2.01075 0.53634 5.47440
26 H -1.09968 1.51425 4.33732
27 H -3.89536 1.32274 4.52836
28 H -2.71643 1.74827 2.07316
29 H -2.12594 3.54023 1.79064
30 H -2.87129 5.75830 1.13619
31 H -3.47032 6.24642 -1.22812
32 H -3.33384 4.44203 -2.90984
33 Cl 2.39653 -2.87133 -7.60376
34 C 1.71873 -2.15226 -6.19867
35 C 2.35979 -1.05608 -5.61602
36 C 1.83766 -0.44748 -4.48077
37 Cl 2.62399 0.89041 -3.74616
38 C 0.67291 -0.95975 -3.94629
39 O 0.06592 -0.42617 -2.88439
40 C 0.04186 -2.06758 -4.50230
41 C -1.12714 -2.59711 -3.82706
42 O -1.57235 -2.24540 -2.71618
43 C 0.55711 -2.66650 -5.65248
44 H 3.27490 -0.67602 -6.05071
45 H -1.65564 -3.41111 -4.33437
46 H 0.06666 -3.52020 -6.10327
47 C 4.93741 -2.69040 1.73091
48 C 4.00478 -3.63191 1.31984
49 C 2.83071 -3.21502 0.71316
50 C 2.56714 -1.85654 0.53216
51 C 3.51421 -0.91596 0.94632
52 C 4.69217 -1.33492 1.53726
53 C 1.31154 -1.48216 -0.13072
54 C 0.69226 -0.30126 -0.22056
55 C 0.91884 1.01683 0.38834
56 C 1.03924 1.17767 1.77131
57 C 1.16259 2.44642 2.30895
58 C 1.15702 3.57088 1.48013
59 C 1.02364 3.42060 0.11095
60 C 0.90106 2.14574 -0.43331
61 H 5.86142 -3.01105 2.19346
62 H 4.19407 -4.68711 1.46409
63 H 2.10706 -3.95068 0.37829
64 H 3.34437 0.14009 0.78713
65 H 5.42575 -0.60300 1.84830
66 H 0.83690 -2.33812 -0.63518
67 H 1.04587 0.30348 2.41222
68 H 1.28133 2.56863 3.37865
69 H 1.27327 4.55782 1.90893
70 H 1.02614 4.28858 -0.53595
71 H 0.84028 2.02464 -1.51324

Results
Energy relative to the best compared isomer or geometry (same formula, charge and spin) in kJ/mol: 137.5
Frontier orbital gap in eV: 6.54
Multiplicity: 1
Highest occupied orbital energy in eV: -13.4
Net charge: +2



[4]
A cluster of 2 separate species, C2H10B2N2 in total, computed with ωB97M-V with the def2-TZVPD basis set.

Atoms and positions in Å:
1 B -0.99420 -1.12541 1.22979
2 N 0.05408 -0.32193 1.69694
3 C 1.16901 -0.15425 0.68596
4 C 0.42476 -0.62547 -0.61495
5 N -0.64363 -1.49862 -0.08551
6 H -1.90449 -1.37751 1.90170
7 H 0.49305 -0.25881 2.59483
8 H 1.69747 0.92899 0.77569
9 H 1.83654 -0.96231 0.69959
10 H 0.04407 0.15037 -1.20977
11 H 1.13692 -1.18007 -1.23584
12 H -1.30967 -1.79660 -0.68423
13 B -0.51401 2.05906 -1.49305
14 H 0.59417 1.92219 -1.74158
15 H -1.38294 1.76950 -2.12131
16 H -0.70114 2.47087 -0.39827

Results
Energy relative to the best compared isomer or geometry (same formula, charge and spin) in kJ/mol: 190.4
Frontier orbital gap in eV: 9.03
Multiplicity: 1
SMILES string: B1NCCN1.B
Highest occupied orbital energy in eV: -8.8



[5]
A cluster of 2 separate species, CHCl3S in total, computed with ωB97M-V with the def2-TZVPD basis set.

Atoms and positions in Å:
1 S 0.31527 -0.41028 -0.83793
2 C 0.41754 -1.48817 0.24150
3 Cl -0.08928 -3.11961 0.17674
4 H 0.83725 -1.42667 1.27157
5 Cl 3.37150 0.77812 1.17782
6 Cl 4.03648 0.39841 -0.66676

Results
Energy relative to the best compared isomer or geometry (same formula, charge and spin) in kJ/mol: 118.3
Frontier orbital gap in eV: 8.37
Multiplicity: 1
SMILES string: S=CCl.ClCl
Highest occupied orbital energy in eV: -9.5



[6]
A cluster of 2 separate species, C5H12NO2 in total, computed with ωB97M-V with the def2-TZVPD basis set.

Atoms and positions in Å:
1 O -0.06776 -0.19518 -2.19208
2 C -0.82751 0.67522 -1.84002
3 C -1.50610 0.64464 -0.49691
4 C -0.65766 1.33612 0.57881
5 C 0.84795 1.11070 0.44146
6 C 2.14823 -0.89780 0.73963
7 N 1.20815 -0.28774 0.16232
8 H -1.09079 1.50882 -2.50982
9 H -2.52708 0.99376 -0.55950
10 H -1.61853 -0.36439 -0.16335
11 H -0.74662 2.42588 0.52408
12 H -1.01148 1.08919 1.55692
13 H 1.27096 1.71272 -0.35835
14 H 1.33441 1.42010 1.35135
15 H 2.44689 -1.89896 0.43862
16 H 2.65965 -0.63653 1.65142
17 H 0.66613 -0.82371 -0.52736
18 H -0.75308 -2.22045 2.75444
19 H -1.62690 -2.34808 1.50757
20 O -0.86829 -1.87401 1.86562

Results
Energy relative to the best compared isomer or geometry (same formula, charge and spin) in kJ/mol: 138.3
Frontier orbital gap in eV: 9.52
Multiplicity: 1
Highest occupied orbital energy in eV: -14.1
Net charge: +1



[7]
A cluster of 4 separate species, C3H13N2O5 in total, computed with ωB97M-V with the def2-TZVPD basis set.

Atoms and positions in Å:
1 O -1.14405 0.10598 -1.84123
2 C -0.22046 0.55919 -1.16601
3 N 1.00211 -0.04365 -1.13510
4 C 1.12467 -1.45839 -1.49711
5 O 1.05103 -2.26990 -0.37540
6 C -0.36770 1.88053 -0.42393
7 N -1.08531 1.71085 0.83693
8 H 1.69380 0.22755 -0.38763
9 H 2.10929 -1.64749 -1.94869
10 H 0.36126 -1.72988 -2.14931
11 H -0.94032 2.58557 -1.06331
12 H 0.59457 2.37273 -0.18115
13 H -2.04740 1.35302 0.62989
14 H -0.68305 1.00679 1.38824
15 H 1.54395 1.37826 1.72926
16 H 1.13847 -0.11244 1.57477
17 O 1.95009 0.58159 1.52718
18 H -1.58126 -0.93262 0.71953
19 H -2.32964 -0.64026 -0.63370
20 O -2.49926 -0.74791 0.37547
21 H -0.14034 -1.44327 2.18760
22 H 0.53636 -1.80577 0.39421
23 O -0.06681 -0.93049 1.43949

Results
Energy relative to the best compared isomer or geometry (same formula, charge and spin) in kJ/mol: 0.0
Frontier orbital gap in eV: 9.06
Multiplicity: 1
Highest occupied orbital energy in eV: -5.3
Net charge: -1



[8]
A cluster of 2 separate species, C4H13N3O in total, computed with ωB97M-V with the def2-TZVPD basis set.

Atoms and positions in Å:
1 C -2.09922 -0.09583 0.44023
2 C 1.69657 -1.69499 1.14835
3 C 0.32920 2.49786 -0.51159
4 C -1.54148 -1.09159 -0.57482
5 N 1.84162 -0.56856 0.22851
6 N 1.09021 1.35853 -0.69879
7 N 0.89421 0.36480 0.08244
8 O -0.37187 -0.75953 -1.14490
9 H -1.64194 -0.26570 1.38783
10 H -2.14855 0.87490 0.04517
11 H -3.09749 -0.38833 0.48580
12 H 0.89713 -2.41527 0.76434
13 H 2.52771 -2.29084 1.23947
14 H 1.27095 -1.30586 2.07500
15 H -0.50758 2.57218 -1.28311
16 H -0.34681 2.55681 0.42561
17 H 0.97036 3.30293 -0.59746
18 H -2.28841 -1.11494 -1.37868
19 H -1.36135 -2.02548 0.06071
20 H 2.29688 -0.75303 -0.64329
21 H 1.58985 1.24192 -1.55082

Results
Energy relative to the best compared isomer or geometry (same formula, charge and spin) in kJ/mol: 628.4
Frontier orbital gap (spin up / spin down) in eV: 8.29 / 8.29
Multiplicity: 1
Highest occupied orbital energy (spin up / spin down) in eV: -7.4 / -7.4



Number 1: E_tot -42937.711 eV, maximum force 1.1 eV/Å. Number 2: E_tot -127988.949 eV, maximum force 5.7 eV/Å. Number 3: E_tot -82570.741 eV, maximum force 1.9 eV/Å. Number 4: E_tot -6568.079 eV, maximum force 3.6 eV/Å. Number 5: E_tot -49453.922 eV, maximum force 4.0 eV/Å. Number 6: E_tot -10957.186 eV, maximum force 1.8 eV/Å. Number 7: E_tot -16541.687 eV, maximum force 3.2 eV/Å. Number 8: E_tot -10871.164 eV, maximum force 5.2 eV/Å.